ORCA calculation (the ωB97M-V functional and the def2-TZVPD basis) on a single C8H13IN2 molecule in a non-equilibrium geometry.

ΔE to the lowest compared entry with this formula, charge and spin = 3.1695 eV
LUMO = 0.5 eV
Net charge = 0
Energy = -719.68133 hartree
Max |F| = 4.519 eV Å⁻¹
Highest occupied orbital energy = -7.425 eV
Multiplicity = 1

Structure (XYZ):
```
24
C8H13IN2 (the ωB97M-V functional and the def2-TZVPD basis)
C -2.37 0.34 -1.52
C 0.40 -0.89 -0.02
C -1.00 -1.32 -0.54
C 0.12 1.03 1.41
C 1.80 -2.92 0.83
C 0.09 2.96 -0.26
C 1.63 -1.77 -0.24
C -0.08 2.49 1.17
N -1.39 -0.39 -1.50
N 0.36 0.21 0.53
I -3.69 0.53 0.20
H -2.53 1.03 -2.36
H -0.92 -2.40 -1.02
H -1.75 -1.31 0.31
H 2.87 -3.28 0.94
H 1.00 -3.57 0.42
H 1.39 -2.61 1.80
H -0.78 2.59 -0.86
H 0.92 2.52 -0.87
H 0.33 4.05 -0.37
H 1.55 -2.10 -1.31
H 2.52 -0.99 -0.19
H -0.99 2.74 1.65
H 0.55 3.05 1.82
```

Quick look at the Löwdin charges, all values in e: -0.59, -0.30, -0.22, -0.02, -0.09, -0.12, -0.19, -0.27, -0.08, 0.06, 0.71, 0.06, 0.16, 0.05, 0.09, 0.07, 0.07, 0.05, 0.08, 0.08, 0.11, 0.13, 0.08, 0.08

ORCA calculation (the ωB97M-V functional and the def2-TZVPD basis) on a molecular structure, C17H30LaNO2P2S in a non-equilibrium geometry.

LUMO = -0.1 eV
Net charge = 0
Energy = -1983.43139 hartree
Max |F| = 3.235 eV Å⁻¹
Highest occupied orbital energy = -6.755 eV
Multiplicity = 1

Structure (XYZ):
```
54
C17H30LaNO2P2S (the ωB97M-V functional and the def2-TZVPD basis)
C 3.68 2.14 0.00
C 2.65 1.26 0.41
N 1.48 1.16 -0.33
C 1.45 1.72 -1.57
C 2.51 2.46 -2.07
C 3.63 2.70 -1.27
C 2.83 0.50 1.60
P 1.96 -1.07 1.95
La -0.52 -0.13 0.82
P -1.40 1.21 -1.68
C 0.26 1.48 -2.49
O 2.07 2.20 3.64
O -0.24 0.84 3.83
H 4.55 2.24 0.66
H 2.43 2.87 -3.07
H 4.46 3.32 -1.63
C 3.26 -2.19 1.38
C 2.03 -1.28 3.77
H 0.16 2.37 -3.14
H 0.46 0.60 -3.13
H 2.21 1.66 2.86
H 3.78 0.61 2.11
C -2.25 0.38 -3.07
C -2.10 2.90 -1.83
H -1.36 1.47 1.94
H -0.89 1.36 4.26
H 0.44 1.54 3.62
H 1.99 3.14 3.35
H -0.03 -1.40 -0.75
H -1.94 1.71 1.54
H 4.09 -2.19 2.09
H 2.79 -3.18 1.32
H 3.60 -1.88 0.38
H 3.08 -1.35 4.09
H 1.49 -0.47 4.30
H 1.51 -2.23 3.97
H -2.23 3.17 -2.89
H -3.07 2.91 -1.32
H -1.43 3.62 -1.34
H -2.49 1.10 -3.87
H -1.62 -0.43 -3.47
H -3.17 -0.07 -2.68
S -2.48 -1.91 1.68
C -2.96 -2.58 0.18
C -4.22 -2.24 -0.37
C -4.59 -2.72 -1.61
C -3.74 -3.58 -2.33
C -2.51 -3.95 -1.78
C -2.12 -3.47 -0.53
H -4.87 -1.58 0.21
H -5.56 -2.45 -2.03
H -4.03 -3.95 -3.31
H -1.84 -4.62 -2.32
H -1.16 -3.74 -0.08
```

Quick look at the Löwdin charges, all values in e: -0.05, -0.38, -0.05, -0.36, -0.08, -0.07, -0.37, 0.70, 1.12, 0.75, -0.31, -0.08, -0.13, 0.11, 0.10, 0.11, -0.28, -0.27, 0.09, 0.10, -0.06, 0.07, -0.27, -0.29, -0.04, 0.04, 0.01, 0.09, -0.16, 0.06, 0.05, 0.03, 0.05, 0.05, 0.02, 0.05, 0.05, 0.04, 0.05, 0.05, 0.05, 0.03, 0.39, -0.79, -0.15, -0.12, -0.11, -0.10, -0.16, 0.09, 0.10, 0.09, 0.10, 0.08

ORCA calculation (the ωB97M-V functional and the def2-TZVPD basis) on 2 unconnected molecules or ions with the total composition C7H13ClSi in a non-equilibrium geometry.

ΔE to the lowest compared entry with this formula, charge and spin = 3.8749 eV
LUMO (spin up / spin down) = 0.3 / -0.7 eV
Net charge = 0
Energy = -1024.05156 hartree
Max |F| = 4.396 eV Å⁻¹
Highest occupied orbital energy (spin up / spin down) = -7.363 / -8.037 eV
Multiplicity = 1

Structure (XYZ):
```
22
C7H13ClSi (the ωB97M-V functional and the def2-TZVPD basis)
C -0.31 0.74 -2.52
C -2.74 -1.04 1.30
C -1.07 0.15 -1.55
C -2.15 -1.92 0.49
C 1.36 1.79 0.88
C 2.25 0.66 0.41
C 1.99 -0.68 1.02
Si -0.74 -1.47 -0.72
Cl -0.73 -3.03 -2.06
H -0.32 1.83 -2.57
H 0.48 0.39 -3.05
H -3.72 -1.35 1.78
H -2.53 0.05 1.39
H -1.67 0.87 -0.88
H -2.63 -2.82 0.60
H 0.21 1.66 0.83
H 1.49 2.05 1.88
H 1.41 2.74 0.24
H 2.25 0.47 -0.71
H 3.32 0.95 0.59
H 1.35 -0.49 1.90
H 2.49 -1.56 0.74
```

Quick look at the Löwdin charges, all values in e: -0.06, -0.10, -0.32, -0.32, -0.14, -0.38, -0.01, 0.30, 0.26, 0.05, 0.01, 0.07, 0.05, 0.07, 0.01, 0.08, 0.04, 0.09, 0.10, 0.11, 0.05, 0.02

ORCA calculation (the ωB97M-V functional and the def2-TZVPD basis) on a gas-phase ion, C6H9INO (charge +1) in a non-equilibrium geometry.

ΔE to the lowest compared entry with this formula, charge and spin = 2.6665 eV
LUMO (spin up / spin down) = -4.7 / -4.7 eV
Net charge = +1
Energy = -661.30932 hartree
Max |F| = 5.127 eV Å⁻¹
Highest occupied orbital energy (spin up / spin down) = -12.458 / -12.458 eV
Multiplicity = 1

Structure (XYZ):
```
18
C6H9INO (the ωB97M-V functional and the def2-TZVPD basis)
C 1.33 0.46 -0.33
C 0.71 1.39 1.70
C -0.23 0.32 2.13
C -1.36 0.28 0.96
C -0.84 0.26 -0.46
C 2.06 -0.21 -1.28
N 1.41 1.08 0.68
O -1.02 -0.68 -1.32
I 0.60 3.46 2.25
H 0.25 -0.60 2.10
H -0.66 0.52 3.05
H -1.95 -0.59 1.21
H -2.21 1.06 1.19
H -0.70 1.25 -0.93
H 1.34 -0.80 -1.80
H 2.99 -0.73 -1.06
H 2.27 0.43 -1.99
H -1.14 -1.52 -0.93
```

Quick look at the Löwdin charges, all values in e: -0.11, -0.69, -0.12, -0.08, -0.19, 0.01, 0.09, 0.11, 0.93, 0.10, 0.09, 0.12, 0.17, 0.15, 0.09, 0.13, 0.07, 0.13

ORCA calculation (the ωB97M-V functional and the def2-TZVPD basis) on a single C21H22N2O6 molecule in a non-equilibrium geometry.

ΔE to the lowest compared entry with this formula, charge and spin = 9.9571 eV
LUMO = -0.8 eV
Net charge = 0
Energy = -1374.10340 hartree
Max |F| = 6.019 eV Å⁻¹
Highest occupied orbital energy = -8.027 eV
Multiplicity = 1
SMILES = CN(CC1(Cc2ccc([N+](=O)[O-])cc2)C(=O)OC(C)(C)OC1=O)c1ccccc1

Structure (XYZ):
```
51
C21H22N2O6 (the ωB97M-V functional and the def2-TZVPD basis)
C 0.07 0.71 4.36
C 1.38 1.26 3.83
C 2.43 1.31 4.97
O 1.86 0.27 2.86
C 1.37 0.33 1.58
O 1.99 -0.28 0.78
C 0.36 1.43 1.19
C 0.13 1.22 -0.29
C -0.53 -0.13 -0.63
C -1.93 -0.24 -0.74
C -2.60 -1.45 -0.92
C -1.86 -2.66 -0.97
N -2.54 -3.91 -0.94
O -1.90 -4.98 -0.93
O -3.80 -3.86 -0.93
C -0.45 -2.59 -0.98
C 0.16 -1.34 -0.88
C 1.23 2.60 1.74
O 1.64 3.57 1.09
O 1.32 2.54 3.15
H -0.40 0.14 3.53
H 0.33 -0.07 5.10
H -0.62 1.47 4.80
H 3.43 1.64 4.60
H 2.13 1.99 5.81
H 2.57 0.28 5.35
H -0.50 1.98 -0.82
H 1.16 1.24 -0.65
H -2.55 0.65 -0.69
H -3.68 -1.52 -0.96
H 0.13 -3.52 -1.04
H 1.25 -1.37 -0.92
C -2.68 3.49 0.70
N -2.54 2.13 1.31
C -3.65 1.66 2.07
C -3.45 0.77 3.17
C -4.58 0.39 3.91
C -5.84 0.92 3.55
C -6.00 1.86 2.51
C -4.90 2.18 1.74
C -1.22 1.72 1.67
H -3.54 3.95 1.23
H -1.79 4.08 0.94
H -2.76 3.44 -0.40
H -2.48 0.43 3.54
H -4.48 -0.32 4.75
H -6.74 0.59 4.06
H -6.96 2.36 2.24
H -4.95 2.92 0.91
H -1.28 0.95 2.59
H -0.76 2.82 1.68
```

Quick look at the Löwdin charges, all values in e: 0.00, -0.48, 0.01, 0.07, -0.39, 0.15, -0.20, -0.08, -0.15, -0.02, 0.02, -0.16, -0.31, 0.06, 0.04, 0.02, -0.02, -0.34, 0.15, 0.07, 0.07, 0.11, 0.12, 0.10, 0.11, 0.10, 0.14, 0.13, 0.10, 0.12, 0.13, 0.11, -0.03, -0.15, -0.21, -0.02, -0.08, -0.10, -0.08, -0.07, -0.06, 0.09, 0.08, 0.10, 0.07, 0.12, 0.09, 0.12, 0.11, 0.09, 0.13

ORCA calculation (the ωB97M-V functional and the def2-TZVPD basis) on a molecular structure, C14H18Cl14F12MgNaO12S4 in a non-equilibrium geometry.

LUMO = 1.2 eV
Net charge = -1
Energy = -11043.83547 hartree
Max |F| = 1.358 eV Å⁻¹
Highest occupied orbital energy = -7.627 eV
Multiplicity = 1

Structure (XYZ):
```
76
C14H18Cl14F12MgNaO12S4 (the ωB97M-V functional and the def2-TZVPD basis)
Na 4.78 -0.51 0.77
Mg 1.01 -1.92 -1.64
C 1.96 -4.19 2.07
F 1.24 -3.21 2.65
F 2.91 -4.56 2.94
F 1.18 -5.21 1.82
S 2.74 -3.58 0.52
O 3.41 -4.70 -0.03
O 1.59 -3.12 -0.25
O 3.61 -2.49 0.96
C 0.60 0.89 1.72
F -0.67 1.27 1.49
F 1.17 1.81 2.50
F 0.60 -0.27 2.33
S 1.46 0.79 0.09
O 2.86 0.66 0.40
O 0.91 -0.43 -0.48
O 1.07 1.97 -0.62
C -3.39 -2.88 -1.28
F -3.90 -2.43 -0.14
F -4.19 -3.85 -1.74
F -3.38 -1.90 -2.20
S -1.68 -3.58 -1.02
O -1.62 -3.93 0.37
O -1.59 -4.67 -1.95
O -0.82 -2.43 -1.38
C 4.51 -1.10 -4.11
F 5.49 -1.78 -4.66
F 4.80 0.20 -4.12
F 3.40 -1.30 -4.81
S 4.28 -1.69 -2.36
O 2.85 -1.49 -2.05
O 4.65 -3.07 -2.40
O 5.11 -0.84 -1.52
Cl -2.77 1.36 -1.52
C -3.61 1.46 0.03
C -5.10 1.63 -0.09
Cl -5.95 0.11 -0.50
H -3.24 2.36 0.53
H -3.30 0.61 0.63
H -5.30 2.32 -0.91
H -5.55 1.97 0.83
Cl -1.94 0.35 6.49
C -2.02 1.49 5.13
C -3.39 2.14 5.06
Cl -4.62 0.97 4.49
H -1.83 0.97 4.20
H -1.26 2.24 5.28
H -3.40 2.97 4.34
H -3.72 2.51 6.03
Cl -2.90 5.15 0.32
C -1.32 4.76 -0.43
C -0.20 4.72 0.57
Cl 0.07 6.29 1.36
H -1.14 5.48 -1.22
H -1.41 3.74 -0.81
H 0.73 4.39 0.11
H -0.44 3.99 1.34
Cl -1.54 -2.95 -4.81
C -1.26 -1.34 -5.49
C -1.41 -0.24 -4.47
Cl -0.01 -0.19 -3.35
H -1.98 -1.21 -6.30
H -0.27 -1.32 -5.95
H -2.30 -0.39 -3.86
H -1.49 0.75 -4.90
C 3.73 2.95 -2.33
Cl 2.73 2.24 -3.59
Cl 3.37 4.69 -2.19
Cl 5.43 2.75 -2.79
H 3.52 2.49 -1.37
C 1.58 -1.76 5.56
Cl 3.22 -2.40 5.77
Cl 1.61 -0.05 5.21
Cl 0.60 -2.15 7.00
H 1.16 -2.29 4.72
```

Quick look at the Löwdin charges, all values in e: 0.58, 0.52, -0.66, 0.11, 0.12, 0.17, 0.54, -0.24, -0.32, -0.31, -0.66, 0.12, 0.11, 0.14, 0.53, -0.30, -0.34, -0.29, -0.66, 0.11, 0.12, 0.08, 0.51, -0.27, -0.30, -0.40, -0.68, 0.16, 0.06, 0.14, 0.56, -0.35, -0.24, -0.32, 0.63, -0.66, -0.64, 0.56, 0.03, 0.07, 0.06, 0.07, 0.54, -0.67, -0.65, 0.53, 0.05, 0.07, 0.07, 0.06, 0.54, -0.63, -0.68, 0.54, 0.07, 0.03, 0.05, 0.05, 0.63, -0.65, -0.58, 0.71, 0.07, 0.07, 0.04, 0.08, -1.50, 0.58, 0.51, 0.55, -0.01, -1.53, 0.53, 0.57, 0.51, -0.01

ORCA calculation (the ωB97M-V functional and the def2-TZVPD basis) on a single C6H9NO molecule in a non-equilibrium geometry.

ΔE to the lowest compared entry with this formula, charge and spin = 2.9021 eV
LUMO = 0.9 eV
Net charge = 0
Energy = -363.91759 hartree
Max |F| = 6.388 eV Å⁻¹
Highest occupied orbital energy = -8.645 eV
Multiplicity = 1
SMILES = C=C/C(C)=C(\N)C=O

Structure (XYZ):
```
17
C6H9NO (the ωB97M-V functional and the def2-TZVPD basis)
C 0.66 -1.45 -1.10
C -0.69 -0.13 0.71
C 0.03 -0.32 -0.36
N -1.27 0.92 1.37
C -1.08 -1.67 1.41
C 0.37 1.12 -1.12
C 1.14 2.08 -0.61
O -0.62 -2.78 1.25
H -0.94 1.06 2.32
H -1.36 1.77 0.83
H -1.82 -1.50 2.22
H -0.01 1.20 -2.14
H 0.31 -1.46 -2.14
H 0.45 -2.43 -0.68
H 1.75 -1.32 -1.12
H 1.60 1.99 0.37
H 1.48 2.92 -1.22
```

Quick look at the Löwdin charges, all values in e: -0.06, -0.28, -0.22, 0.08, -0.14, -0.11, -0.02, 0.02, 0.10, 0.09, 0.10, 0.09, 0.08, 0.06, 0.09, 0.06, 0.05